Entry 1:
Below is a molecular structure, C18H29CoOSi, with properties calculated with ωB97M-V/def2-TZVPD.

Geometry as XYZ:
```
50
Properties=species:S:1:pos:R:3:forces:R:3
Co 0.428949 0.047292 0.788837 -0.13 -2.75 1.15
C 1.320647 -2.006340 2.297670 -0.55 -1.01 -0.07
C -0.111325 -1.984075 2.326378 0.36 -0.74 -1.05
C -0.574783 -2.498266 1.063283 0.86 -0.48 0.80
H -0.733368 -1.774305 3.194038 0.20 0.15 -0.32
C 0.565320 -2.838486 0.279357 -0.18 -0.20 1.23
C 1.728227 -2.563846 1.052926 -0.74 -0.55 0.39
H 2.744764 -2.802921 0.752620 -0.10 0.35 -0.02
H 1.955160 -1.705027 3.131385 -0.09 -0.01 -0.31
H -1.615976 -2.656119 0.794220 0.24 0.30 -0.10
H 0.536891 -3.301979 -0.703558 0.05 0.26 0.06
C 1.933644 1.155138 1.526946 1.76 1.06 -0.77
C 2.862791 0.123748 1.151690 0.00 1.18 -0.09
C 2.861783 -0.012058 -0.255094 0.00 0.82 -0.12
H 3.514213 -0.395291 1.847889 -0.39 -0.18 -0.16
C 1.962902 0.940197 -0.798811 0.70 0.95 0.87
C 1.402353 1.708543 0.288809 1.79 0.62 -0.59
H 0.816015 2.617244 0.198550 0.00 -0.31 -0.04
H 1.807582 1.587487 2.516778 0.08 -0.20 -0.28
H 3.442431 -0.717628 -0.843651 -0.22 -0.02 0.21
H 1.799523 1.140063 -1.854010 -0.19 -0.24 0.22
O -0.668291 -0.321061 -0.626755 -1.80 0.54 -2.88
C -0.180594 -0.162222 -3.618843 0.16 0.06 0.11
C -1.418489 0.022340 -2.875877 -1.05 0.50 0.48
C 0.324773 -1.513783 -3.864945 0.49 -0.55 0.08
C 0.440307 0.985323 -4.296351 0.46 0.34 -0.12
C -1.283597 0.613647 -1.444406 0.47 -1.22 0.95
H -1.949825 -0.935588 -2.778724 0.01 0.22 0.06
H -2.058132 0.736366 -3.419387 -0.26 -0.03 -0.20
H -0.750571 1.593099 -1.488043 -0.04 -0.18 -0.14
H -2.296652 0.826643 -1.033711 -0.07 0.21 -0.45
H -0.164324 -1.994428 -4.730609 -0.06 -0.08 -0.07
H 0.164271 -2.161544 -2.992131 0.03 0.15 -0.13
H 1.398745 -1.486882 -4.085748 -0.04 -0.14 0.03
H 0.015780 1.165203 -5.300720 -0.07 0.04 -0.06
H 1.513590 0.802510 -4.443628 -0.09 0.18 0.01
H 0.319150 1.916443 -3.724874 0.02 -0.16 -0.10
C -2.804787 -0.081212 1.970779 -0.68 0.25 0.36
Si -1.198883 0.917556 2.084202 0.60 -0.79 -0.51
C -1.560061 2.656910 1.446706 -0.64 0.64 0.42
C -0.620716 1.016502 3.883748 -0.59 0.49 0.75
H -3.098791 -0.218998 0.920972 0.20 0.05 0.17
H -3.624452 0.442140 2.484168 -0.27 -0.03 0.03
H -2.715517 -1.076914 2.422194 0.09 0.20 -0.10
H -2.416388 3.086736 1.985774 -0.14 0.31 -0.04
H -0.698799 3.318970 1.607664 -0.13 -0.11 -0.04
H -1.803144 2.650457 0.374495 0.13 -0.07 0.28
H -1.384601 1.513700 4.499430 0.03 0.08 0.37
H -0.433722 0.025782 4.317076 -0.04 0.18 -0.21
H 0.305977 1.598935 3.971288 -0.20 -0.08 -0.07
```
Forces are in eV/Å.

## Properties
spin multiplicity: 5
expectation value of S²: 6.0331
molar mass: 348.45 g/mol
net charge: -2
energy: -66682.8175 eV

***

Entry 2:
Below is a molecular structure, C18H29CrN2O6S2Sb2, with properties calculated with ωB97M-V/def2-TZVPD.

Geometry as XYZ:
```
60
Properties=species:S:1:pos:R:3:forces:R:3
Cr 1.162405 -0.168022 1.036833 0.38 -0.11 -1.40
O -2.253835 -0.636585 3.829259 1.27 0.13 -1.61
S -1.367754 -1.110734 2.754355 -3.65 -2.71 3.73
O -2.102751 -1.723394 1.650510 0.38 0.71 0.21
O -0.326338 -0.149582 2.434567 0.95 1.33 -0.38
C -0.546354 -2.524286 3.533778 0.10 -0.09 0.71
C -1.271375 -3.142540 4.580258 0.15 0.08 -0.24
C -0.734728 -4.195964 5.321999 -0.10 0.42 -0.46
C 0.543867 -4.649915 5.035018 0.19 0.41 -0.44
C 1.269365 -4.053358 4.002146 -0.08 0.18 -0.11
C 0.736494 -2.987853 3.238593 -0.15 -0.61 0.30
S 1.769666 -2.396352 1.874370 2.61 -7.69 3.88
O 0.880247 -2.301305 0.726522 -1.21 -0.75 0.38
O 2.751129 -3.482627 1.723096 -1.10 1.96 -0.25
O 2.366398 -1.176259 2.406129 -0.07 1.40 -0.57
H -2.272387 -2.784795 4.814349 0.31 0.05 -0.13
H -1.316612 -4.646334 6.118601 0.02 0.05 -0.09
H 0.981736 -5.465508 5.599936 0.00 0.09 -0.07
H 2.268370 -4.422342 3.779659 -0.27 0.17 -0.10
C -2.941559 -1.483251 -1.208456 -0.36 -0.04 0.11
Sb -1.021751 -0.791024 -0.486111 -1.03 0.42 -2.33
C -0.087069 -1.398643 -2.348238 0.06 0.07 -0.58
C -1.512941 1.319590 -0.842298 -0.37 0.52 -0.36
C -1.701632 1.676512 -2.294048 -0.02 0.34 -0.27
C -3.030355 1.861774 -2.730498 0.52 -0.02 -0.72
C -3.318300 2.175764 -4.055640 0.19 -0.12 0.21
C -2.288061 2.314728 -4.975598 0.21 -0.04 0.14
C -0.965634 2.149657 -4.571144 -0.54 -0.05 0.57
C -0.634576 1.839344 -3.235737 -0.79 0.06 0.11
C 0.865323 1.732151 -2.976843 0.16 -0.20 -0.08
Sb 1.765086 1.452835 -1.005312 0.27 1.20 -1.41
C 1.729496 3.561466 -0.507988 0.37 0.68 -0.63
C 3.792962 1.535092 -1.752471 0.17 -0.24 -0.14
H -3.141706 -1.057849 -2.213083 0.24 -0.20 0.55
H -3.738130 -1.161585 -0.506867 0.50 -0.28 -0.38
H -2.931560 -2.590345 -1.275766 0.01 0.66 0.11
H -0.646687 -0.993192 -3.215037 0.37 -0.21 0.36
H -0.105300 -2.506327 -2.399956 -0.03 0.58 0.13
H 0.969673 -1.075602 -2.385591 -0.48 -0.24 -0.07
H -0.842816 2.044868 -0.352697 0.08 -0.45 -0.05
H -2.466541 1.420318 -0.281297 0.36 0.00 -0.46
H -3.859362 1.752189 -2.041590 0.16 -0.02 0.16
H -4.345499 2.307736 -4.369953 -0.02 0.01 0.02
H -2.512910 2.557079 -6.006271 0.04 0.00 -0.01
H -0.184515 2.275768 -5.312275 0.11 -0.03 0.12
H 1.339135 2.671998 -3.332506 -0.14 -0.53 0.25
H 1.258402 0.910796 -3.611561 -0.08 0.43 0.38
H 2.136852 4.150200 -1.355359 -0.18 -0.32 0.32
H 2.355014 3.735042 0.391458 -0.31 0.06 -0.88
H 0.690630 3.888955 -0.302957 0.70 -0.20 -0.15
H 3.906326 2.399006 -2.438846 -0.12 -0.49 0.43
H 4.017801 0.597079 -2.300479 -0.03 0.56 0.37
H 4.495620 1.643292 -0.901079 -0.37 -0.10 -0.53
N 1.011541 2.507461 1.646057 -1.64 1.29 1.90
N 1.778629 1.409210 2.064283 1.25 0.46 1.67
H 1.298596 3.347551 2.199162 -0.68 -0.82 -0.55
H 0.008570 2.297123 1.853812 1.12 0.17 0.00
H 1.639845 1.255148 3.090457 0.59 -0.24 -1.00
H 2.786413 1.601641 1.858770 -1.06 -0.19 0.47
H 1.893445 -1.315799 0.029572 1.03 2.51 -1.12
```
Forces are in eV/Å.

## Properties
spin multiplicity: 4
expectation value of S²: 3.9895
molar mass: 729.09 g/mol
energy: -97562.6827 eV

***

Entry 3:
Below is a molecular structure, C18H29GaO2Si, with properties calculated with ωB97M-V/def2-TZVPD.

Geometry as XYZ:
```
51
Properties=species:S:1:pos:R:3:forces:R:3
Ga -0.021399 -0.671045 0.551115 0.18 0.54 -0.73
C 2.448250 0.412978 1.375272 0.47 -0.22 0.44
C 2.597658 -0.517498 0.307611 0.48 -0.80 0.40
C 2.428484 0.199166 -0.893702 0.62 -0.62 -1.30
H 2.902050 -1.582853 0.414062 -0.24 0.92 -0.14
C 2.110869 1.515619 -0.583052 0.06 0.90 -1.13
C 2.130316 1.653388 0.808361 0.00 1.08 1.29
H 1.957785 2.601459 1.371638 0.01 -0.94 -0.51
H 2.629897 0.182120 2.437686 -0.36 0.16 -0.68
H 2.596551 -0.211969 -1.915856 -0.44 0.27 1.00
H 1.902207 2.323204 -1.319620 0.09 -0.71 0.66
C -2.500772 0.409675 0.928760 -0.69 -0.74 0.41
C -1.983233 1.662275 1.307863 -0.32 0.37 1.02
C -1.540146 2.313273 0.155645 0.23 1.31 -0.17
H -1.956714 2.088803 2.330135 0.10 -0.45 -0.69
C -1.794803 1.494546 -0.947745 -0.03 -0.10 -1.02
C -2.364790 0.291677 -0.479227 -0.55 -0.21 -0.33
H -2.721253 -0.545887 -1.105035 0.38 0.56 0.50
H -2.991838 -0.345655 1.584829 0.60 0.69 -0.51
H -1.083918 3.325670 0.119580 -0.28 -0.85 0.04
H -1.619736 1.738750 -2.011766 0.07 -0.17 0.83
O -0.092296 -1.362247 -1.339612 0.26 -1.50 -1.36
C -0.299929 -0.530877 -3.818722 0.60 -1.97 -1.93
C 0.390127 -1.930934 -3.693236 0.01 0.54 -1.32
C 0.533182 0.677154 -3.950016 1.27 2.22 0.07
C -1.759897 -0.560917 -4.097101 -2.20 0.13 0.18
C 0.444514 -2.349803 -2.220417 0.11 -0.91 2.03
H 1.423061 -1.945536 -4.156593 -0.82 0.48 0.59
H -0.127194 -2.739683 -4.307564 0.08 1.05 0.67
H -0.087792 -3.342434 -2.109330 -0.11 0.76 -0.08
H 1.493669 -2.701210 -1.968645 -0.49 0.83 -0.03
H 0.663036 1.313299 -5.018399 -0.64 -1.84 2.23
H 1.592462 0.481353 -3.575882 -1.37 0.20 -0.66
H 0.130377 1.426818 -3.196068 0.46 -0.51 -0.95
H -2.231778 -0.689189 -5.230750 1.55 0.23 2.27
H -2.261732 0.372451 -3.671378 0.58 -1.04 -0.65
H -2.193591 -1.414924 -3.475369 0.38 0.96 -0.93
C 0.919122 -1.702186 4.865965 0.10 -0.21 0.42
Si -0.091801 -0.340177 4.045957 -0.01 -0.10 -2.49
C -1.837272 -0.315724 4.750224 -0.22 -0.05 0.42
C 0.712004 1.333675 4.401568 0.06 0.11 0.35
O -0.168078 -0.698708 2.440719 0.07 -0.27 2.13
H 0.912681 -1.672487 5.964687 -0.01 0.04 -0.07
H 1.967410 -1.651342 4.542029 -0.21 0.02 -0.04
H 0.520043 -2.678818 4.558673 0.07 0.19 0.01
H -1.832192 -0.296318 5.849954 -0.02 0.01 -0.06
H -2.410982 0.557354 4.408461 0.20 -0.20 -0.07
H -2.377813 -1.219899 4.436994 0.11 0.18 0.01
H 1.734775 1.404941 4.011156 -0.24 -0.09 -0.02
H 0.134296 2.164231 3.975080 0.06 -0.25 -0.04
H 0.767521 1.498244 5.488862 -0.02 0.00 -0.06
```
Forces are in eV/Å.

## Properties
spin multiplicity: 1
energy above the lowest of the compared OMol25 structures with the same formula, charge and spin: 0.00 kcal/mol
molar mass: 375.24 g/mol
net charge: -2
energy: -83481.3154 eV

***

Entry 4:
Below is a molecular structure, C18H29N2O4P2S2Sm, with properties calculated with ωB97M-V/def2-TZVPD.

Geometry as XYZ:
```
58
Properties=species:S:1:pos:R:3:forces:R:3
C -0.712080 0.717558 -3.841886 0.30 0.65 -0.29
C -0.738692 0.248413 -2.518859 -0.60 -0.84 0.33
N 0.101686 0.755002 -1.562855 0.16 0.16 -0.33
C 0.885727 1.800453 -1.911140 -0.04 0.32 -0.59
C 0.854269 2.378765 -3.181808 0.33 -0.04 0.47
C 0.065983 1.814948 -4.175102 -0.44 -0.57 0.14
C -1.682137 -0.854265 -2.228085 0.08 1.08 0.49
P -2.304343 -0.932882 -0.522390 0.23 -0.04 -1.28
Sm 0.198688 -0.331790 0.883060 -0.76 0.47 -1.11
P 2.524011 1.366124 0.418745 0.46 0.96 -0.44
C 1.821906 2.457712 -0.912186 0.02 -0.12 0.13
O -0.619521 -3.070248 -2.828360 0.87 -2.43 -0.32
O 0.583643 -3.653930 -0.780865 -0.56 -0.04 -0.66
H -1.351354 0.214226 -4.563431 0.13 0.23 0.07
H 1.474412 3.252404 -3.360730 -0.10 -0.16 -0.10
H 0.048502 2.226075 -5.180342 0.03 -0.06 0.11
C -3.786770 0.130436 -0.653504 -0.19 0.10 0.58
C -3.092177 -2.585053 -0.536571 -0.12 -0.19 0.23
H 2.682272 2.884892 -1.451437 -0.35 0.01 0.10
H 1.312732 3.293116 -0.401442 0.02 -0.37 -0.21
H -1.067791 -2.116519 -2.589600 -0.45 1.58 0.25
H -2.549117 -0.806526 -2.903924 0.30 -0.05 -0.08
C 2.931572 2.657790 1.653264 -0.03 -0.04 0.41
C 4.192184 1.022387 -0.262365 0.09 -0.41 0.02
H 0.950106 -2.638221 -0.094253 0.50 -0.03 0.10
H 0.070052 -4.172320 -0.153551 -0.03 -0.16 -0.02
H -0.049792 -3.467857 -1.875918 0.35 0.31 0.54
H -0.064747 -3.088004 -3.615729 -0.04 0.13 0.06
H -0.953273 1.098143 1.434474 -0.92 1.17 0.14
H 1.317823 -1.962332 0.455139 0.83 -1.16 -0.51
H -4.521053 -0.331539 -1.328042 0.16 0.12 0.16
H -4.214796 0.251578 0.351741 -0.10 0.10 -0.33
H -3.504222 1.113911 -1.044436 0.01 -0.18 0.17
H -3.898672 -2.598518 -1.283892 0.19 -0.10 0.21
H -2.369354 -3.376082 -0.777966 -0.14 0.29 0.07
H -3.501431 -2.787227 0.461077 -0.06 -0.05 -0.23
H 4.810575 1.933003 -0.264895 -0.24 -0.30 -0.03
H 4.665199 0.253241 0.364942 0.01 0.26 -0.23
H 4.108116 0.630574 -1.283149 0.03 0.02 0.21
H 3.960213 3.012890 1.503916 -0.32 -0.01 0.08
H 2.224395 3.492713 1.556200 0.23 -0.25 0.14
H 2.820291 2.238530 2.659618 0.17 0.28 -0.19
O 0.968838 1.931690 4.193377 -0.07 0.51 0.18
S 1.182606 0.552129 4.476668 0.52 -1.90 -0.80
O 2.529703 0.107140 4.800997 -1.36 0.43 -0.23
N 0.575422 -0.372240 3.179949 0.30 -0.35 1.79
C -0.422976 -1.200875 3.547663 1.22 0.52 -1.41
S -1.114107 -2.213078 2.381532 -0.39 -0.40 0.94
C -0.831103 -1.044663 4.930426 -0.52 0.63 1.47
C -1.959126 -1.564190 5.582585 0.41 -0.09 -0.34
C -2.263541 -1.126222 6.868767 0.31 0.28 0.26
C -1.437665 -0.190895 7.519432 0.24 -0.03 -0.40
C -0.303625 0.327900 6.874131 -0.04 -0.29 -0.12
C -0.028101 -0.103793 5.583550 -0.72 -0.05 0.64
H -2.573533 -2.299941 5.061576 0.09 0.26 0.16
H -3.151869 -1.497466 7.385896 0.32 0.08 -0.23
H -1.675990 0.153347 8.525885 0.01 -0.15 -0.27
H 0.368831 1.046388 7.337602 -0.31 -0.07 0.08
```
Forces are in eV/Å.

## Properties
spin multiplicity: 6
expectation value of S²: 8.7749
molar mass: 613.88 g/mol
energy: -88456.2434 eV